Entry 1:
{
  "formula": "C32H65N15O30",
  "method": "the ωB97M-V functional and the def2-TZVPD basis",
  "elements": ["C", "C", "C", "C", "N", "C", "C", "C", "O", "C", "C", "C", "C", "C", "C", "C", "C", "C", "C", "C", "O", "H", "H", "H", "H", "H", "H", "H", "H", "H", "H", "H", "H", "H", "H", "H", "H", "H", "H", "H", "H", "H", "H", "H", "C", "N", "O", "O", "H", "H", "H", "C", "N", "O", "O", "H", "H", "H", "C", "N", "O", "O", "H", "H", "H", "C", "N", "O", "O", "H", "H", "H", "C", "N", "O", "O", "H", "H", "H", "C", "N", "O", "O", "H", "H", "H", "C", "N", "O", "O", "H", "H", "H", "C", "N", "O", "O", "H", "H", "H", "C", "N", "O", "O", "H", "H", "H", "C", "N", "O", "O", "H", "H", "H", "C", "N", "O", "O", "H", "H", "H", "C", "N", "O", "O", "H", "H", "H", "C", "N", "O", "O", "H", "H", "H", "C", "N", "O", "O", "H", "H", "H"],
  "xyz": [[3.719, -1.461, 0.096], [2.500, -0.937, -0.674], [1.200, -1.138, 0.135], [-0.019, -1.451, -0.760], [-1.094, -0.463, -0.534], [-2.176, -0.604, -1.401], [-2.463, 0.241, -2.404], [-3.668, 0.030, -3.224], [-3.707, 0.275, -4.406], [-4.833, -0.526, -2.454], [-6.150, -0.176, -2.729], [-7.159, -0.707, -1.926], [-6.873, -1.568, -0.857], [-7.968, -2.136, 0.018], [-8.911, -1.095, 0.678], [-8.278, 0.305, 0.812], [-10.227, -0.975, -0.142], [-5.546, -1.937, -0.604], [-4.544, -1.402, -1.410], [-3.113, -1.751, -1.162], [-2.771, -2.854, -0.826], [4.176, -0.676, 0.698], [3.469, -2.274, 0.774], [4.477, -1.825, -0.595], [2.432, -1.387, -1.662], [2.619, 0.141, -0.784], [0.972, -0.229, 0.691], [1.331, -1.965, 0.826], [0.252, -1.423, -1.820], [-0.356, -2.452, -0.517], [-0.728, 0.481, -0.586], [-1.831, 1.099, -2.585], [-6.400, 0.498, -3.536], [-8.198, -0.449, -2.082], [-8.561, -2.802, -0.612], [-7.514, -2.766, 0.782], [-9.151, -1.432, 1.684], [-7.193, 0.298, 0.913], [-8.703, 0.852, 1.651], [-8.526, 0.887, -0.072], [-10.085, -1.400, -1.134], [-10.556, 0.054, -0.239], [-10.994, -1.575, 0.346], [-5.291, -2.611, 0.200], [6.648, 1.038, 3.701], [5.563, 0.225, 3.089], [4.884, 0.724, 2.214], [5.423, -0.910, 3.508], [6.655, 2.013, 3.233], [6.431, 1.115, 4.758], [7.573, 0.518, 3.526], [3.944, -6.058, -0.420], [3.647, -4.702, -0.953], [4.486, -4.159, -1.646], [2.577, -4.215, -0.664], [4.926, -6.354, -0.764], [3.911, -5.994, 0.664], [3.181, -6.728, -0.797], [0.039, 2.235, -5.494], [0.801, 1.717, -4.327], [1.933, 1.323, -4.506], [0.225, 1.725, -3.256], [0.669, 2.165, -6.373], [-0.852, 1.619, -5.600], [-0.224, 3.266, -5.284], [-3.021, 1.022, 1.748], [-3.817, 2.104, 2.388], [-4.569, 1.803, 3.296], [-3.668, 3.230, 1.962], [-3.261, 0.081, 2.228], [-3.288, 0.998, 0.696], [-1.972, 1.269, 1.878], [-4.750, -2.145, 5.288], [-3.958, -1.891, 4.054], [-2.759, -2.051, 4.104], [-4.577, -1.531, 3.073], [-4.070, -2.454, 6.073], [-5.255, -1.219, 5.544], [-5.467, -2.927, 5.058], [-1.305, 7.196, -4.479], [-0.922, 5.760, -4.549], [-1.059, 5.186, -5.614], [-0.495, 5.253, -3.537], [-1.664, 7.504, -5.453], [-2.081, 7.288, -3.725], [-0.418, 7.754, -4.192], [5.513, -1.655, -3.588], [6.990, -1.539, -3.445], [7.658, -1.518, -4.461], [7.429, -1.475, -2.317], [5.276, -1.701, -4.645], [5.205, -2.563, -3.077], [5.066, -0.780, -3.126], [7.731, -2.288, 6.720], [7.468, -0.903, 6.247], [8.304, -0.377, 5.541], [6.428, -0.394, 6.608], [8.687, -2.609, 6.324], [7.742, -2.263, 7.805], [6.923, -2.913, 6.353], [4.557, -6.013, -5.136], [3.994, -7.111, -4.301], [4.118, -7.016, -3.095], [3.452, -8.024, -4.881], [5.004, -5.278, -4.477], [5.298, -6.454, -5.796], [3.736, -5.586, -5.705], [10.829, 3.627, 3.015], [9.479, 3.063, 3.289], [9.232, 1.942, 2.892], [8.703, 3.767, 3.903], [11.397, 2.886, 2.464], [10.691, 4.532, 2.432], [11.285, 3.842, 3.964], [-5.628, 3.949, 5.000], [-6.416, 5.041, 5.639], [-7.164, 4.743, 6.549], [-6.258, 6.161, 5.202], [-5.875, 3.018, 5.492], [-5.895, 3.918, 3.951], [-4.577, 4.191, 5.121], [14.554, 5.705, 5.721], [13.468, 4.868, 5.142], [12.777, 5.356, 4.268], [13.342, 3.747, 5.583], [14.540, 6.671, 5.231], [14.357, 5.800, 6.785], [15.491, 5.187, 5.546], [-9.119, 3.533, -3.044], [-9.855, 2.484, -2.286], [-9.786, 2.509, -1.074], [-10.474, 1.670, -2.937], [-8.618, 4.180, -2.334], [-8.406, 3.028, -3.688], [-9.849, 4.082, -3.630], [-4.018, -3.442, -4.692], [-5.120, -4.230, -5.311], [-5.795, -3.688, -6.160], [-5.265, -5.370, -4.919], [-4.010, -2.452, -5.135], [-4.210, -3.388, -3.623], [-3.092, -3.972, -4.892]],
  "forces_ev_per_angstrom": [[0.36, 0.29, -0.25], [-0.02, 0.16, 1.05], [-0.20, -0.08, -1.01], [0.48, 0.21, 0.49], [-0.28, -0.33, -0.06], [0.12, 0.21, 0.05], [-0.07, 0.15, 0.42], [-0.15, -0.10, 0.69], [-0.18, 0.32, -0.48], [0.00, 0.09, -0.19], [-0.28, -0.44, 0.37], [0.27, -0.17, 0.31], [0.23, -0.26, 0.12], [0.02, 0.14, 0.00], [-0.01, 0.60, -0.56], [-0.06, -0.08, -0.12], [0.32, -0.49, 0.58], [-0.24, 0.50, -0.80], [-0.16, -0.11, 0.25], [-0.16, 0.24, -0.34], [0.16, -0.36, 0.38], [-0.13, -0.14, -0.05], [-0.10, -0.10, -0.03], [0.11, -0.02, 0.03], [-0.08, -0.12, -0.02], [0.09, 0.02, -0.47], [0.11, -0.08, 0.29], [0.00, 0.07, 0.22], [0.12, -0.06, -0.01], [-0.41, 0.02, -0.15], [0.18, -0.05, -0.21], [0.13, -0.10, -0.39], [0.15, -0.02, -0.11], [0.00, 0.12, -0.22], [-0.10, -0.12, 0.10], [0.13, 0.02, 0.03], [-0.01, -0.23, 0.01], [0.03, -0.10, 0.17], [-0.05, -0.05, 0.11], [0.23, 0.08, -0.03], [-0.08, 0.15, -0.17], [-0.16, 0.05, 0.04], [-0.24, 0.09, -0.13], [0.02, -0.04, 0.06], [-0.54, 0.28, -0.33], [-0.01, 0.02, 0.08], [0.04, 0.12, 0.19], [0.01, 0.01, -0.03], [-0.06, -0.03, -0.10], [0.03, -0.09, 0.08], [0.06, -0.10, 0.04], [0.20, -0.03, 0.19], [-0.01, 0.09, -0.07], [0.05, -0.15, -0.06], [-0.12, -0.13, -0.04], [-0.01, 0.04, -0.06], [-0.12, 0.05, -0.01], [-0.05, 0.02, 0.05], [0.11, -0.07, -0.17], [-0.04, -0.02, -0.12], [-0.02, 0.00, 0.06], [0.12, -0.02, 0.09], [0.06, -0.05, 0.05], [-0.05, 0.05, 0.11], [-0.07, -0.16, 0.06], [0.03, -0.21, 0.08], [0.01, -0.07, -0.04], [0.07, -0.05, -0.01], [-0.04, 0.01, 0.02], [-0.04, 0.03, -0.01], [0.06, 0.12, -0.02], [-0.01, 0.08, -0.10], [0.06, -0.05, 0.15], [0.02, -0.04, 0.06], [-0.02, 0.07, -0.03], [-0.06, -0.08, -0.04], [0.05, 0.00, -0.04], [-0.07, -0.01, -0.08], [-0.06, 0.07, -0.05], [-0.08, 0.09, -0.15], [-0.03, 0.04, -0.02], [-0.05, 0.22, 0.03], [0.02, -0.02, -0.02], [0.01, -0.06, -0.02], [0.07, -0.01, 0.08], [-0.01, -0.03, 0.10], [-0.11, -0.05, -0.18], [-0.03, 0.01, -0.06], [0.01, -0.02, 0.04], [0.02, 0.00, -0.01], [0.08, 0.05, -0.02], [-0.01, 0.12, 0.15], [0.00, -0.05, 0.11], [0.11, -0.13, -0.09], [0.09, -0.11, -0.02], [0.08, -0.12, 0.34], [0.06, 0.08, 0.05], [0.00, 0.05, -0.03], [-0.10, 0.00, 0.00], [-0.06, 0.04, 0.06], [0.09, 0.16, 0.08], [0.04, 0.08, -0.03], [-0.06, -0.14, -0.11], [0.01, 0.00, 0.03], [-0.02, -0.04, 0.05], [-0.07, -0.03, -0.06], [0.00, -0.08, -0.07], [-0.24, -0.41, -0.33], [0.04, -0.02, -0.12], [0.31, 0.19, -0.04], [-0.01, -0.03, 0.00], [-0.05, -0.02, 0.00], [-0.01, 0.08, 0.13], [-0.03, 0.09, 0.15], [-0.10, -0.08, 0.11], [0.03, -0.05, 0.03], [0.01, 0.04, -0.02], [-0.02, 0.00, 0.01], [-0.04, 0.02, 0.01], [0.08, 0.09, -0.03], [0.00, 0.07, -0.11], [0.03, 0.17, -0.06], [0.03, 0.10, -0.01], [0.33, 0.18, 0.17], [-0.02, 0.00, -0.02], [-0.05, -0.02, -0.03], [0.04, -0.09, 0.01], [-0.02, -0.06, 0.08], [0.10, 0.13, 0.09], [0.02, 0.04, 0.03], [-0.08, 0.08, -0.11], [0.02, -0.02, 0.01], [-0.02, -0.04, 0.04], [-0.07, -0.02, -0.07], [0.00, -0.08, -0.07], [0.06, 0.25, -0.05], [-0.02, 0.05, 0.02], [0.00, -0.04, 0.02], [0.00, 0.01, -0.01], [-0.06, -0.01, -0.03], [0.02, -0.14, 0.01], [-0.02, -0.07, 0.09]],
  "total_energy_ha": -4335.5003,
  "de_lowest_ev": 0.285,
  "gap_ev": 8.242
}



Entry 2:
{
  "formula": "C61H71N10O3",
  "method": "the ωB97M-V functional and the def2-TZVPD basis",
  "elements": ["C", "N", "C", "C", "C", "C", "C", "C", "C", "C", "N", "C", "C", "C", "H", "H", "H", "H", "H", "H", "H", "H", "H", "H", "H", "H", "H", "H", "C", "N", "C", "C", "C", "C", "C", "C", "C", "C", "N", "C", "C", "C", "H", "H", "H", "H", "H", "H", "H", "H", "H", "H", "H", "H", "H", "H", "C", "N", "C", "C", "C", "C", "C", "C", "C", "C", "N", "C", "C", "C", "H", "H", "H", "H", "H", "H", "H", "H", "H", "H", "H", "H", "H", "H", "C", "N", "C", "C", "C", "C", "C", "C", "C", "C", "N", "C", "C", "C", "H", "H", "H", "H", "H", "H", "H", "H", "H", "H", "H", "H", "H", "H", "C", "N", "C", "C", "C", "C", "C", "C", "C", "C", "N", "C", "C", "C", "H", "H", "H", "H", "H", "H", "H", "H", "H", "H", "H", "H", "H", "H", "O", "C", "O", "O", "H"],
  "xyz": [[-9.544, 1.585, -0.772], [-8.175, 2.093, -0.971], [-7.105, 1.447, -0.506], [-5.805, 1.960, -0.726], [-5.638, 3.001, -1.688], [-6.803, 3.595, -2.216], [-8.060, 3.243, -1.741], [-4.284, 3.501, -1.974], [-3.837, 3.738, -3.333], [-2.576, 4.141, -3.631], [-1.759, 4.314, -2.574], [-2.077, 4.134, -1.271], [-3.367, 3.753, -0.897], [-0.405, 4.792, -2.848], [-10.118, 2.398, -0.327], [-9.644, 0.697, -0.147], [-10.086, 1.453, -1.709], [-7.336, 0.563, 0.071], [-4.961, 1.530, -0.207], [-6.656, 4.404, -2.916], [-8.979, 3.747, -2.004], [-4.632, 3.662, -4.060], [-2.266, 4.292, -4.655], [-1.261, 4.231, -0.570], [-3.554, 3.557, 0.149], [-0.161, 5.784, -2.467], [-0.324, 4.980, -3.919], [0.391, 4.086, -2.613], [-4.302, -2.114, -1.366], [-4.375, -1.231, -2.529], [-5.427, -1.306, -3.400], [-5.389, -0.560, -4.603], [-4.371, 0.337, -4.832], [-3.338, 0.395, -3.973], [-3.286, -0.418, -2.744], [-4.421, 1.109, -6.072], [-3.331, 1.131, -6.994], [-3.444, 1.784, -8.269], [-4.593, 2.434, -8.579], [-5.588, 2.528, -7.679], [-5.540, 1.830, -6.474], [-4.770, 2.960, -10.032], [-4.643, -3.128, -1.573], [-4.970, -1.782, -0.571], [-3.347, -2.102, -0.841], [-6.205, -1.961, -3.039], [-6.170, -0.694, -5.337], [-2.509, 1.072, -4.117], [-2.537, -0.276, -1.979], [-2.360, 0.685, -6.837], [-2.707, 1.747, -9.057], [-6.367, 3.238, -7.914], [-6.498, 1.778, -5.979], [-4.916, 2.109, -10.697], [-4.027, 3.683, -10.368], [-5.614, 3.632, -10.190], [-0.439, -2.830, -4.334], [-0.442, -3.188, -2.947], [0.465, -2.563, -2.167], [0.489, -2.833, -0.769], [-0.423, -3.764, -0.163], [-1.334, -4.395, -0.986], [-1.262, -4.101, -2.404], [-0.302, -4.141, 1.248], [0.037, -3.088, 2.123], [0.368, -3.426, 3.465], [0.299, -4.749, 3.818], [-0.170, -5.722, 3.069], [-0.382, -5.447, 1.721], [0.765, -5.019, 5.182], [-0.864, -1.829, -4.410], [-0.904, -3.683, -4.828], [0.607, -2.739, -4.625], [1.173, -1.974, -2.731], [1.320, -2.420, -0.217], [-2.197, -4.958, -0.662], [-1.874, -4.556, -3.168], [0.014, -2.064, 1.782], [0.566, -2.673, 4.213], [-0.154, -6.731, 3.453], [-0.579, -6.266, 1.046], [0.765, -4.093, 5.756], [1.718, -5.536, 5.067], [0.064, -5.783, 5.517], [0.568, 1.923, 4.922], [2.024, 1.874, 4.917], [2.811, 2.938, 5.093], [4.204, 2.866, 5.129], [4.829, 1.614, 5.153], [4.039, 0.477, 5.050], [2.645, 0.682, 4.931], [6.274, 1.574, 5.492], [7.312, 0.856, 4.780], [8.578, 0.742, 5.357], [8.907, 1.515, 6.426], [8.026, 2.252, 7.093], [6.700, 2.356, 6.598], [10.212, 1.122, 7.128], [0.157, 2.900, 4.665], [0.178, 1.645, 5.901], [0.202, 1.207, 4.186], [2.315, 3.897, 5.116], [4.876, 3.710, 5.176], [4.453, -0.515, 5.158], [1.952, -0.145, 4.985], [7.164, 0.329, 3.849], [9.342, 0.118, 4.920], [8.278, 2.839, 7.963], [6.110, 3.007, 7.227], [10.489, 1.944, 7.789], [11.084, 1.149, 6.474], [10.112, 0.157, 7.625], [1.053, 1.730, -0.844], [2.123, 0.854, -0.178], [2.093, 0.594, 1.149], [2.985, -0.371, 1.643], [3.881, -1.026, 0.772], [3.866, -0.635, -0.594], [3.016, 0.360, -1.075], [4.814, -2.095, 1.255], [6.201, -1.857, 1.401], [7.052, -2.784, 1.939], [6.650, -4.062, 2.262], [5.351, -4.371, 2.067], [4.439, -3.429, 1.639], [7.603, -5.113, 2.797], [0.413, 0.975, -1.300], [1.411, 2.402, -1.623], [0.406, 2.175, -0.087], [1.315, 1.108, 1.693], [2.970, -0.665, 2.682], [4.553, -1.083, -1.296], [2.896, 0.670, -2.102], [6.605, -0.939, 1.000], [8.112, -2.621, 2.067], [5.012, -5.345, 2.385], [3.393, -3.679, 1.540], [7.066, -5.582, 3.622], [8.553, -4.682, 3.116], [7.654, -5.935, 2.084], [-1.055, 0.640, 2.101], [-1.790, 0.454, 1.019], [-1.583, -0.531, 0.318], [-2.678, 1.320, 0.874], [-1.477, 1.502, 2.089]],
  "forces_ev_per_angstrom": [[-1.40, 0.65, 0.31], [-0.09, 1.05, -1.28], [0.83, 0.89, -0.05], [-0.95, 0.37, -1.06], [-1.28, -1.12, 1.57], [0.33, 0.10, 0.49], [1.04, -1.56, 0.13], [2.04, 0.87, -0.13], [-2.29, -0.36, 1.99], [-0.78, -0.22, 1.12], [1.43, 0.45, 0.28], [-1.33, -0.49, -0.67], [0.20, -0.52, -1.92], [1.14, 0.76, -1.53], [0.07, -0.03, 0.49], [0.51, 0.13, -0.06], [0.56, -0.35, -0.30], [0.22, -0.01, 0.18], [0.16, -0.17, 0.02], [-0.49, 0.26, 0.03], [-0.07, 0.03, -0.06], [0.33, -0.16, -0.51], [0.45, 0.32, 0.20], [-0.10, 0.36, 0.03], [-0.33, 0.05, -0.03], [-0.42, -0.15, 0.71], [-0.04, -0.27, -0.08], [-0.36, -0.08, 0.32], [-0.92, -0.45, 1.61], [1.76, 0.76, -0.39], [1.24, 0.86, -0.51], [-1.21, -1.47, 1.93], [-0.78, -0.54, -1.08], [2.20, -1.24, 4.29], [-2.56, 1.44, -3.45], [1.25, 0.93, -2.47], [-0.37, 1.22, -1.28], [-1.30, -0.71, 1.72], [0.41, 0.52, -1.07], [0.68, 0.06, -0.03], [-0.65, -0.09, -0.51], [-0.44, 0.61, 0.04], [0.24, 0.07, -0.46], [-0.34, 0.33, -0.20], [0.30, 0.18, -0.70], [-0.26, -0.14, -0.55], [-0.25, -0.07, 0.11], [0.03, 0.07, -0.13], [0.09, -0.44, 0.29], [-0.13, -0.34, 0.32], [0.24, -0.08, 0.11], [-0.43, -0.38, -0.20], [0.09, 0.24, 0.60], [0.36, -0.05, 0.19], [1.03, -0.76, 0.45], [-0.76, -0.50, 0.95], [0.44, -0.42, -0.73], [0.53, -0.42, 2.82], [-0.32, -1.00, 2.64], [-0.18, -0.40, -1.89], [0.58, 0.17, -1.36], [0.02, 1.29, -3.01], [-0.46, 0.06, 0.92], [0.74, 0.97, 0.88], [0.34, -1.18, 2.13], [-1.33, -0.58, -3.11], [0.22, 2.80, 1.29], [0.80, -0.03, -1.70], [-0.50, 0.08, -0.30], [-0.48, -1.50, -0.08], [-0.54, -0.36, -0.47], [-0.18, 0.71, -0.76], [-0.11, -0.26, -0.38], [0.14, 0.26, 0.45], [-0.15, 0.14, 0.21], [0.33, -0.55, 0.18], [-0.44, -0.41, 0.37], [-0.07, 0.16, 0.07], [0.21, -0.34, 0.13], [-0.23, -0.08, 0.24], [-0.18, -0.13, 0.01], [0.10, -0.52, 0.14], [0.24, 0.39, 0.44], [0.10, 0.30, 0.91], [-1.07, -0.14, -0.10], [1.81, -0.38, 0.71], [0.67, 1.73, -0.70], [-0.42, -0.89, 0.09], [0.23, 0.38, 0.12], [-1.81, 0.82, -0.13], [0.79, -1.39, 0.38], [2.15, 0.59, 0.19], [-0.49, 0.14, 1.65], [-1.27, 1.57, -0.53], [1.36, -2.33, 1.15], [-1.59, 0.50, -1.66], [1.04, -1.04, -0.09], [0.59, 1.37, -0.07], [0.48, 0.10, 0.08], [0.15, 0.04, 0.07], [0.02, -0.01, 0.05], [-0.06, 0.13, 0.12], [-0.59, 0.53, 0.12], [-0.15, -0.10, -0.03], [0.07, -0.24, -0.21], [-0.37, -0.06, 0.06], [0.20, 0.15, 0.14], [0.59, -0.23, 0.12], [-0.69, -0.15, -0.28], [-0.48, -0.25, 0.51], [-0.45, -0.40, -0.68], [-0.22, 0.24, -0.01], [-0.52, -1.54, 0.82], [-0.58, 1.92, -1.28], [0.86, -0.91, -1.14], [-0.05, -0.11, -0.58], [-0.76, 0.61, -0.72], [0.44, 0.26, -0.02], [-0.16, -1.48, 2.27], [1.40, -2.06, 1.05], [-1.28, 0.75, -0.75], [0.45, -2.25, 0.23], [-0.12, 1.32, -0.52], [0.20, 0.34, 0.64], [-0.51, 2.11, -0.90], [-1.13, -0.30, 0.19], [-0.15, 0.09, -0.23], [0.51, -0.02, 0.58], [0.47, 0.34, 0.03], [0.02, -0.17, 0.26], [-0.08, 0.22, 0.03], [0.14, -0.13, -0.04], [0.33, 0.02, -0.01], [0.28, 0.19, 0.31], [0.08, 0.21, -0.06], [0.21, -0.23, -0.19], [-0.02, -0.41, 0.11], [0.27, 0.30, 0.41], [-0.17, -0.07, -0.30], [0.55, 0.39, -0.43], [1.94, 0.40, 1.20], [-2.40, -1.50, -2.15], [0.89, -1.69, -1.39], [-0.24, 0.83, -0.72], [0.15, 1.89, 2.43]],
  "total_energy_ha": -3136.0162,
  "charge": 9,
  "gap_ev": 7.150
}